(1)
Computed, not measured: a cluster of 5 separate species, C3H17NO4 in total, with the ωB97M-V functional and the def2-TZVPD basis.

Each line ends with the Löwdin charge.
Positions of all 25 atoms, in Å:
1 C -0.256 -1.000 -2.781  -0.174
2 C -0.743 -1.267 -1.317  -0.170
3 C 0.199 -1.886 -0.282  -0.068
4 N 0.885 -0.176 -2.876  0.296
5 H -1.100 -0.489 -3.261  0.162
6 H -0.126 -1.890 -3.373  0.137
7 H -1.576 -1.935 -1.546  0.131
8 H -1.150 -0.363 -0.878  0.101
9 H 1.140 -2.273 -0.691  0.088
10 H -0.301 -2.745 0.164  0.097
11 H 0.516 -1.175 0.470  0.045
12 H 1.803 -0.649 -2.929  0.173
13 H 0.941 0.607 -2.208  0.165
14 H -0.972 3.532 0.417  0.027
15 H -0.271 3.698 1.778  0.027
16 O -1.135 3.651 1.358  -0.056
17 H 1.830 1.714 0.673  0.035
18 H 1.229 1.264 2.130  0.019
19 O 1.140 1.803 1.331  -0.062
20 H -1.669 1.168 1.310  0.039
21 H -1.705 -0.411 1.524  0.045
22 O -1.328 0.423 1.817  -0.046
23 H 1.063 -0.478 3.829  0.065
24 H 0.368 -0.487 2.451  -0.015
25 O 1.218 -0.636 2.890  -0.061

Properties
spin multiplicity	2
expectation value of S²	0.755
maximum force	2.333	eV/Å
HOMO energy (alpha / beta)	-13.75 / -13.75	eV
orbital gap (alpha / beta)	0.3687 / 0.1806	Eh
total charge	+1

=====

(2)
Computed, not measured: a cluster of 5 separate species, C3H17NO4S in total, with the ωB97M-V functional and the def2-TZVPD basis.

Each line ends with the Löwdin charge.
Positions of all 26 atoms, in Å:
1 C -1.530 1.659 1.815  -0.066
2 C -0.339 0.847 1.218  -0.434
3 C 1.019 1.368 1.676  -0.636
4 S 2.416 0.876 0.784  0.722
5 N -0.390 -0.576 1.814  0.012
6 H -1.783 2.432 1.107  0.054
7 H -2.282 0.892 1.821  0.062
8 H -1.335 2.274 2.764  0.105
9 H -0.522 0.728 0.114  0.106
10 H 1.270 1.181 2.669  0.049
11 H 1.152 2.477 1.712  0.079
12 H 3.188 0.090 1.558  -0.138
13 H -1.030 -1.125 1.347  -0.006
14 H -0.402 -0.838 2.818  0.095
15 H 1.195 -1.862 -1.387  0.031
16 H 1.456 -3.084 -1.949  0.063
17 O 1.718 -2.149 -2.168  -0.089
18 H -0.912 0.994 -2.132  -0.017
19 H -0.470 2.122 -1.424  0.053
20 O -1.309 1.702 -1.689  -0.036
21 H -1.465 -2.705 -0.215  0.103
22 H -2.130 -3.991 -1.069  -0.012
23 O -1.497 -3.745 -0.443  -0.090
24 H 1.407 -0.376 -4.034  -0.095
25 H 1.582 0.514 -2.968  0.071
26 O 0.994 0.296 -3.736  0.014

Properties
maximum force	9.739	eV/Å
HOMO energy	-9.10	eV
orbital gap	0.3442	Eh
SMILES string	C[C@H](N)CS.O.O.O.O
total charge	0

=====

(3)
Computed, not measured: a structure of composition C3H17O7Zr, with the ωB97M-V functional and the def2-TZVPD basis.

Each line ends with the Löwdin charge.
Positions of all 28 atoms, in Å:
1 Zr -0.374 -0.245 -0.150  1.766
2 C -1.435 3.735 -2.509  -0.244
3 O -1.291 2.631 -1.606  -0.351
4 H -0.508 4.118 -2.934  0.071
5 H -1.907 3.302 -3.390  0.068
6 H -2.044 4.523 -2.065  0.067
7 C 0.645 -2.854 3.742  -0.245
8 O 0.095 -2.273 2.565  -0.315
9 H -0.031 -3.615 4.132  0.078
10 H 1.586 -3.357 3.520  0.067
11 H 0.714 -2.173 4.590  0.070
12 C 4.090 -1.150 -1.236  -0.268
13 O 2.840 -0.750 -0.922  -0.243
14 H 4.160 -1.950 -1.973  0.080
15 H 4.476 -0.252 -1.719  0.102
16 H 4.748 -1.319 -0.384  0.082
17 O 1.027 1.954 1.680  -0.061
18 H 1.027 2.165 2.613  0.054
19 H 1.186 2.791 1.244  0.053
20 O -0.419 -0.878 -3.211  -0.061
21 H -1.082 -1.280 -3.772  0.056
22 H 0.294 -0.649 -3.807  0.059
23 O -2.964 -1.611 -0.554  -0.066
24 H -3.204 -2.499 -0.290  0.066
25 H -3.800 -1.159 -0.663  0.064
26 O -2.394 0.831 2.056  -0.061
27 H -3.060 0.307 2.502  0.054
28 H -2.377 1.658 2.537  0.056

Properties
maximum force	2.295	eV/Å
HOMO energy	-10.37	eV
orbital gap	0.1051	Eh
total charge	+1

=====

(4)
Computed, not measured: a structure of composition C3H18B3BeCl6, with the ωB97M-V functional and the def2-TZVPD basis.

Each line ends with the Löwdin charge.
Positions of all 31 atoms, in Å:
1 Be -6.052 -7.792 -18.372  0.912
2 B -8.350 -8.865 -21.333  -0.386
3 H -9.068 -9.097 -22.104  -0.061
4 H -8.691 -7.994 -20.794  -0.090
5 H -8.236 -9.645 -20.597  -0.111
6 H -7.403 -8.701 -21.824  -0.088
7 B -5.822 -8.643 -14.365  -0.334
8 H -5.777 -9.263 -13.483  -0.073
9 H -4.957 -8.787 -14.994  -0.095
10 H -6.655 -8.978 -14.962  -0.041
11 H -6.045 -7.614 -14.129  -0.062
12 B -2.972 -5.530 -17.251  -0.322
13 H -3.327 -5.015 -18.130  -0.079
14 H -3.751 -5.488 -16.506  -0.046
15 H -2.781 -6.539 -17.581  -0.069
16 H -2.122 -4.992 -16.860  -0.053
17 C -6.397 -3.763 -23.334  -1.033
18 Cl -4.665 -3.883 -23.679  0.484
19 Cl -6.710 -3.845 -21.593  0.498
20 H -6.772 -2.826 -23.745  0.023
21 H -6.851 -4.595 -23.874  0.026
22 C -11.341 -3.858 -16.514  -0.997
23 Cl -11.048 -2.268 -15.742  0.455
24 Cl -9.979 -4.932 -16.107  0.495
25 H -12.356 -4.174 -16.270  0.033
26 H -11.243 -3.641 -17.578  0.014
27 C -2.626 -14.063 -19.592  -1.009
28 Cl -3.610 -12.582 -19.174  0.459
29 Cl -1.572 -14.391 -18.245  0.500
30 H -3.270 -14.939 -19.669  0.019
31 H -2.031 -14.040 -20.505  0.031

Properties
maximum force	5.704	eV/Å
HOMO energy	-6.60	eV
orbital gap	0.1174	Eh
total charge	-1

=====

(5)
Computed, not measured: a cluster of 5 separate species, C3H18NO5 in total, with the ωB97M-V functional and the def2-TZVPD basis.

Each line ends with the Löwdin charge.
Positions of all 27 atoms, in Å:
1 C 0.444 0.852 0.926  -0.128
2 C -0.308 1.766 -0.066  -0.108
3 C -0.512 3.186 0.451  -0.120
4 O 0.552 3.786 1.068  0.286
5 N 0.091 -0.570 0.701  0.195
6 H 0.232 1.088 1.972  0.146
7 H 1.518 1.008 0.939  0.143
8 H 0.309 1.778 -0.969  0.111
9 H -1.217 1.288 -0.436  0.146
10 H -0.780 3.838 -0.444  0.254
11 H -1.348 3.283 1.158  0.178
12 H 1.402 3.579 0.612  0.200
13 H 0.021 -0.795 -0.303  0.100
14 H -0.883 -0.675 0.994  0.165
15 H 0.652 -1.264 1.219  0.120
16 H 1.542 -0.229 -2.965  0.074
17 H 0.275 -0.610 -2.249  0.014
18 O 0.835 0.155 -2.429  -0.041
19 H 0.027 -3.067 3.107  0.081
20 H 0.375 -3.356 1.623  0.057
21 O 0.533 -2.744 2.353  -0.035
22 H 1.785 -3.234 -1.104  0.072
23 H 0.407 -3.482 -1.644  0.069
24 O 0.917 -2.816 -1.165  -0.041
25 H -3.257 -1.563 -0.740  0.055
26 H -2.485 -2.248 -1.903  0.057
27 O -2.404 -1.614 -1.184  -0.051

Properties
spin multiplicity	2
expectation value of S²	0.755
maximum force	1.789	eV/Å
HOMO energy (alpha / beta)	-18.21 / -18.21	eV
orbital gap (alpha / beta)	0.4262 / 0.1811	Eh
total charge	+2

=====

(6)
Computed, not measured: a cluster of 6 separate species, C3H18O7 in total, with the ωB97M-V functional and the def2-TZVPD basis.

Each line ends with the Löwdin charge.
Positions of all 28 atoms, in Å:
1 C 1.012 0.598 -1.347  -0.220
2 O 2.159 0.823 -2.131  0.019
3 C 0.482 -0.743 -1.843  -0.096
4 C -0.309 -1.339 -0.698  -0.180
5 O 0.411 -1.377 0.474  0.153
6 H 1.343 0.532 -0.297  0.119
7 H 0.291 1.412 -1.399  0.138
8 H 2.409 1.758 -2.073  0.131
9 H -0.079 -0.576 -2.755  0.133
10 H 1.253 -1.407 -2.163  0.128
11 H -1.342 -1.008 -0.595  0.103
12 H -0.476 -2.426 -0.962  0.218
13 H 1.292 -1.749 0.233  0.134
14 H -1.735 2.249 2.367  0.050
15 H -1.350 0.800 2.747  -0.005
16 O -2.051 1.463 2.822  -0.047
17 H 0.848 1.047 3.573  0.068
18 H 1.104 -0.415 3.223  0.055
19 O 0.511 0.320 3.036  -0.050
20 H -2.451 -0.666 1.205  0.038
21 H -2.625 0.746 0.907  0.029
22 O -3.034 -0.107 0.676  -0.055
23 H -2.564 -0.103 -2.346  0.060
24 H -2.886 0.849 -1.378  0.038
25 O -2.220 0.772 -2.088  -0.058
26 H 3.259 -0.263 1.035  0.066
27 H 3.574 -0.360 -0.482  0.060
28 O 3.173 -0.828 0.260  -0.030

Properties
spin multiplicity	2
expectation value of S²	0.756
maximum force	1.644	eV/Å
HOMO energy (alpha / beta)	-14.29 / -14.28	eV
orbital gap (alpha / beta)	0.4092 / 0.1854	Eh
total charge	+1

=====

(7)
Computed, not measured: a cluster of 9 separate species, C3H20NO11 in total, with the ωB97M-V functional and the def2-TZVPD basis.

Each line ends with the Löwdin charge.
Positions of all 35 atoms, in Å:
1 O 1.315 -1.465 -1.338  0.014
2 C 0.968 -0.326 -1.018  -0.489
3 N -0.371 -0.074 -0.978  0.181
4 C -1.116 1.030 -0.447  -0.672
5 O -0.544 2.086 -0.063  -0.059
6 O -2.331 0.819 -0.380  0.014
7 C 2.036 0.722 -0.902  0.036
8 H -0.986 -0.848 -1.190  0.132
9 H 2.216 1.123 -1.901  0.103
10 H 2.949 0.237 -0.593  0.096
11 H 1.770 1.532 -0.251  0.037
12 H 0.574 2.971 -1.126  -0.016
13 H 0.702 4.314 -1.795  0.032
14 O 1.250 3.603 -1.447  -0.084
15 H 1.520 -1.401 2.548  0.010
16 H 1.609 -1.478 1.018  -0.012
17 O 1.478 -2.032 1.790  -0.074
18 H 0.835 2.280 1.014  0.004
19 H 0.231 2.600 2.342  0.059
20 O 1.061 2.297 1.971  -0.062
21 H -0.467 0.020 -3.297  0.012
22 H 0.588 -1.022 -3.547  0.023
23 O -0.278 -0.731 -3.856  -0.047
24 H 0.100 -2.668 -0.662  -0.013
25 H -0.232 -3.538 0.515  0.033
26 O -0.376 -3.490 -0.436  -0.069
27 H -2.115 -1.005 1.991  0.027
28 H -1.197 0.294 1.779  0.018
29 O -1.535 -0.356 2.398  -0.041
30 H 1.005 0.845 2.840  0.001
31 H -0.028 -0.020 3.368  -0.001
32 O 0.934 0.056 3.442  -0.104
33 H -2.747 -0.866 -0.033  -0.004
34 H -2.206 -2.390 -0.105  -0.024
35 O -2.831 -1.797 0.254  -0.061

Properties
maximum force	2.430	eV/Å
HOMO energy	-7.31	eV
orbital gap	0.3767	Eh
total charge	-1

=====

(8)
Computed, not measured: a cluster of 6 separate species, C3H20NO6S2 in total, with the ωB97M-V functional and the def2-TZVPD basis.

Each line ends with the Löwdin charge.
Positions of all 32 atoms, in Å:
1 N -0.290 -0.954 0.496  0.180
2 C 0.529 -0.465 -0.711  -0.314
3 C 0.339 -1.452 -1.853  -0.174
4 O -0.995 -1.301 -2.358  -0.063
5 C 1.966 -0.136 -0.215  -0.472
6 S 2.302 1.635 -0.324  0.425
7 S 4.167 2.068 0.226  0.373
8 H -1.321 -0.811 0.349  0.125
9 H 0.022 -0.392 1.290  0.122
10 H 0.062 -1.835 0.864  0.116
11 H -0.066 0.460 -0.873  0.097
12 H 0.144 -2.473 -1.535  0.129
13 H 1.124 -1.398 -2.643  0.147
14 H -1.317 -0.398 -2.211  0.076
15 H 2.069 -0.511 0.792  0.065
16 H 2.666 -0.722 -0.810  0.089
17 H 4.715 1.614 -0.918  -0.165
18 H -1.095 2.616 -2.856  0.042
19 H 0.353 2.792 -2.285  0.024
20 O -0.257 2.175 -2.717  -0.060
21 H -3.402 -2.663 0.274  0.068
22 H -3.670 -1.269 0.224  0.054
23 O -3.091 -1.862 0.729  -0.052
24 H -1.810 2.028 0.827  0.024
25 H -3.050 1.556 0.019  0.051
26 O -2.091 1.605 0.000  -0.045
27 H -0.134 2.953 3.077  0.062
28 H 0.473 2.082 2.051  0.004
29 O -0.383 2.250 2.464  -0.050
30 H 0.216 -2.990 2.887  0.081
31 H 1.368 -2.130 3.041  0.082
32 O 0.458 -2.070 2.701  -0.040

Properties
maximum force	1.887	eV/Å
HOMO energy	-12.37	eV
orbital gap	0.3520	Eh
total charge	+1

=====

(9)
Computed, not measured: a cluster of 7 separate species, C3H20O7 in total, with the ωB97M-V functional and the def2-TZVPD basis.

Each line ends with the Löwdin charge.
Positions of all 30 atoms, in Å:
1 O 7.669 -27.498 9.598  -0.027
2 H 7.275 -27.400 8.731  0.057
3 H 7.720 -26.606 9.941  0.029
4 O 12.189 -27.719 9.069  -0.059
5 H 11.703 -27.331 9.796  -0.018
6 H 11.521 -28.150 8.536  0.023
7 O 10.602 -26.293 11.255  -0.035
8 H 11.202 -25.935 11.909  0.007
9 H 9.848 -25.703 11.274  -0.004
10 O 13.409 -25.932 12.604  -0.035
11 H 13.890 -25.254 13.080  0.040
12 H 12.892 -26.375 13.276  0.032
13 C 9.209 -23.450 9.701  -0.124
14 O 8.616 -24.394 10.616  -0.138
15 H 8.529 -22.766 9.194  0.086
16 H 10.133 -22.983 10.041  0.086
17 H 9.589 -24.090 8.904  0.082
18 H 7.869 -23.829 10.828  0.083
19 C 9.969 -24.896 14.595  -0.214
20 O 10.874 -24.469 15.521  -0.091
21 H 10.154 -24.344 13.674  0.069
22 H 10.182 -25.933 14.336  0.078
23 H 8.908 -24.723 14.776  0.087
24 H 10.389 -24.355 16.341  0.084
25 C 7.881 -29.130 12.207  -0.180
26 O 9.074 -28.945 11.485  -0.134
27 H 7.076 -29.087 11.474  0.061
28 H 7.773 -30.153 12.566  0.075
29 H 7.758 -28.369 12.978  0.072
30 H 8.889 -28.274 10.824  0.007

Properties
maximum force	3.010	eV/Å
HOMO energy	-9.41	eV
orbital gap	0.3490	Eh
SMILES string	CO.CO.CO.O.O.O.O
total charge	0

=====

The lowest maximum force belongs to which entry?
C3H18O7

=====

Which value of total charge does entry 1 give?
+1